Record 1
The following is a DFT calculation (ωB97M-V/def2-TZVPD) of C21H18BrN9O2Pd as an isolated structure in a non-equilibrium geometry.

Structure (XYZ):
```
52
Properties=species:S:1:pos:R:3:forces:R:3
Pd -2.1606 -0.5826 0.6084 -0.2 -0.3 -0.2
C -2.9229 2.5269 -0.2653 -0.3 0.1 -0.1
O -1.7085 1.7251 -0.2139 0.4 -0.3 0.2
C -0.5368 2.4062 -0.2477 -0.1 0.4 -0.1
C -0.4823 3.7771 -0.2866 -0.1 -0.3 0.0
C 0.7679 4.4099 -0.2924 -0.1 1.4 0.0
Br 0.8541 6.2683 -0.3123 0.0 -1.1 0.0
C 1.9703 3.6712 -0.3076 0.4 -0.3 0.0
C 1.9368 2.2906 -0.3381 -0.1 0.4 0.0
C 0.6862 1.6440 -0.2588 -0.1 -0.4 0.1
O 0.5558 0.3145 -0.1590 0.0 0.4 0.0
C 3.2358 1.5949 -0.4465 0.3 -0.6 -0.4
N 4.2814 1.9062 0.2974 0.1 0.6 0.6
C 5.3218 1.2031 -0.1777 -0.5 -0.5 -1.0
C 6.6952 1.1665 0.2211 0.4 0.3 0.2
C 7.5581 0.2867 -0.4147 0.0 0.0 -0.2
C 7.1132 -0.4907 -1.4787 0.3 0.2 0.5
C 5.7440 -0.5015 -1.8688 -0.7 -0.1 -0.2
C 4.8912 0.3954 -1.2628 0.6 -0.2 0.5
N 3.5369 0.6532 -1.3874 -0.3 0.1 0.0
H -2.9536 3.2289 0.5673 0.0 -0.1 0.0
H -3.7530 1.8299 -0.2005 0.0 0.0 0.0
H -2.9882 3.0597 -1.2136 0.1 0.0 0.0
H -1.3838 4.3736 -0.2998 0.1 0.0 0.0
H 2.9244 4.1849 -0.3111 0.0 0.0 0.0
H 1.4253 -0.1105 -0.0560 -0.1 -0.1 0.0
H 7.0777 1.8841 0.9390 -0.1 -0.1 0.2
H 8.6005 0.2395 -0.1305 0.0 0.1 0.0
H 7.8259 -1.0939 -2.0275 -0.1 -0.1 0.0
H 5.3898 -1.2423 -2.5777 0.1 0.1 -0.1
H 2.9796 0.3954 -2.1918 0.0 0.0 0.0
N -4.0760 -2.1042 4.9131 -0.1 -0.2 0.4
N -3.7251 -1.1410 4.0866 0.2 0.0 -0.5
N -3.9750 0.1232 4.3706 -0.2 0.1 0.3
C -3.4842 0.7652 3.3371 0.1 0.0 -0.3
N -2.9375 -0.1047 2.4693 0.0 -0.1 -0.3
N -3.1044 -1.3350 2.9620 -0.2 -0.2 0.6
H -4.5910 -1.8332 5.7381 0.0 0.1 0.0
H -3.9445 -3.0673 4.6547 0.1 0.0 -0.2
H -3.5112 1.8365 3.2314 0.0 0.0 0.0
N -4.1078 -6.4513 -3.4908 0.0 0.1 0.0
C -3.8317 -5.5259 -2.8678 0.0 -0.1 0.0
C -3.4734 -4.3790 -2.0922 0.0 0.0 0.0
C -2.6100 -4.5142 -0.9996 0.0 0.1 0.0
C -2.2735 -3.3852 -0.2870 0.0 -0.2 0.0
N -2.7493 -2.1728 -0.6247 0.2 0.6 0.4
C -3.6038 -2.0383 -1.6510 -0.2 0.0 -0.2
C -3.9846 -3.1201 -2.4166 0.1 0.1 0.1
H -2.2180 -5.4800 -0.7130 0.0 0.0 0.0
H -1.6222 -3.4455 0.5773 0.0 0.0 0.0
H -3.9936 -1.0496 -1.8570 0.0 0.0 0.0
H -4.6652 -2.9914 -3.2469 0.0 0.0 0.0
```
Positions in Å, forces in eV/Å.

## Properties
Orbital gap (spin up / spin down) (eV): 8.618 / 5.118
Energy above the lowest of the compared OMol25 structures with the same formula, charge and spin (kcal per mole): 0.0
E (eV): -113049.808
Expectation value of S²: 6.046
Total charge: +4
Largest force on an atom (eV/A): 1.37
2S+1: 5
E_LUMO (spin up / spin down) (eV): -11.4 / -14.8

***

Record 2
The following is a DFT calculation (ωB97M-V/def2-TZVPD) of C5H8O2 as an isolated structure.

Structure (XYZ):
```
15
Properties=species:S:1:pos:R:3:forces:R:3
C 1.5033 -0.5322 1.1204 0.0 0.0 0.0
C 0.0291 -0.4839 0.8485 0.3 -0.4 -0.1
O -0.7271 0.6725 1.3053 0.0 -0.1 0.2
C -1.3502 0.7501 0.0307 -0.6 -0.2 -0.3
C -0.3389 1.2219 -0.9658 0.1 0.1 -0.2
C -0.4091 -0.2291 -0.5774 -0.1 0.1 0.2
O -0.7103 -1.2489 -1.4592 0.0 -0.1 -0.2
H 1.9946 0.3141 0.6301 0.0 -0.1 0.2
H 1.7455 -0.5402 2.1849 0.0 0.0 -0.1
H 1.8595 -1.4618 0.6580 0.1 0.2 0.2
H -0.5011 -1.3659 1.2307 0.2 0.0 -0.1
H -2.4142 0.5660 -0.0871 0.0 0.8 0.2
H -0.7193 1.4529 -1.9601 0.1 -0.1 0.2
H 0.4881 1.8453 -0.6202 -0.3 -0.1 -0.1
H -0.4498 -0.9609 -2.3385 0.1 -0.2 0.0
```
Positions in Å, forces in eV/Å.

## Properties
Orbital gap (eV): 9.785
Energy above the lowest of the compared OMol25 structures with the same formula, charge and spin (kcal per mole): 63.4
E (eV): -9407.084
Total charge: 0
Largest force on an atom (eV/A): 0.86
2S+1: 1
E_LUMO (eV): 0.8

***

Record 3
The following is a DFT calculation (ωB97M-V/def2-TZVPD) of a 10-piece molecular cluster, C9H31FN3O9 overall in a non-equilibrium geometry.

Structure (XYZ):
```
53
Properties=species:S:1:pos:R:3:forces:R:3
C 3.7571 0.0030 1.6251 -0.3 1.0 0.5
C 2.7207 1.0859 0.9062 0.2 0.0 0.9
C 2.6295 1.0535 -0.7303 -0.1 -1.0 0.6
N 2.0358 1.9222 1.7532 -2.9 -2.5 -3.8
C 0.6190 2.1483 1.2786 -1.8 0.3 -1.3
C -0.0416 3.6735 1.1685 -1.7 -4.0 -1.0
N -1.4528 3.7785 0.6397 3.9 -0.5 1.6
N -2.3385 2.8205 0.2484 3.2 -3.6 0.8
C -1.8903 1.4015 0.3118 2.4 0.8 0.8
C -2.9249 0.2175 -0.1997 0.3 0.9 -0.4
C -3.3891 -0.7366 1.0542 0.6 0.9 0.3
F -2.8682 -2.1135 0.8633 -1.2 2.8 0.3
C -0.3867 0.8863 0.8338 -1.2 5.6 -0.2
H 4.8149 0.5068 1.7278 -2.2 -1.1 -0.2
H 3.3452 -0.2549 2.7134 0.8 0.6 -2.5
H 3.8689 -0.9752 0.9864 -0.3 2.1 1.1
H 2.0334 1.9358 -1.2155 1.1 -1.7 1.2
H 2.1237 0.0165 -1.0351 1.1 2.4 0.6
H 3.7207 1.0073 -1.1704 -2.1 0.2 1.1
H 0.5862 4.6207 1.4697 -1.7 -1.9 -0.8
H -1.8043 4.7836 0.5636 0.3 -2.0 0.0
H -2.3410 -0.3978 -1.0373 -1.3 1.3 2.0
H -3.8533 0.7309 -0.7394 2.1 -1.1 1.3
H -4.5529 -0.7057 1.1800 2.3 -0.6 -0.4
H -2.9163 -0.2838 2.0418 -0.9 -1.3 -2.0
H -0.0658 -0.2392 0.8417 -0.7 2.4 0.1
O -0.9222 -2.3546 3.5491 -0.2 0.1 -0.4
H -1.0406 -3.3163 3.5527 0.0 0.1 0.1
H -1.4960 -2.0507 2.8298 0.2 -0.3 0.2
O 0.7335 -0.0324 -2.8571 -0.5 0.1 0.1
H -0.0261 0.5110 -2.5991 0.2 0.0 -0.2
H 0.3337 -0.8450 -3.2019 0.1 -0.2 0.0
O 2.8268 2.2279 5.1455 0.3 -0.1 -0.4
H 2.5232 1.9984 4.2544 0.1 0.1 0.2
H 3.7912 2.2699 5.0607 -0.3 0.0 0.1
O -3.1687 0.7398 -3.5112 -0.4 0.3 0.3
H -3.9124 0.1612 -3.2852 0.3 -0.1 -0.3
H -3.5778 1.6095 -3.6344 0.2 -0.2 -0.1
O 6.0982 0.5457 0.0860 0.4 0.1 -0.7
H 6.5367 -0.2145 -0.3248 -0.1 0.2 0.2
H 6.4064 1.3029 -0.4341 0.0 -0.2 0.2
O -0.7665 -2.5485 -3.1222 -0.4 0.0 0.1
H -1.5261 -2.0051 -2.8641 0.0 -0.1 -0.2
H -1.1663 -3.3611 -3.4670 0.4 0.2 0.0
O 2.1176 0.8833 -5.2914 0.2 -0.4 0.1
H 2.6906 0.1281 -5.4919 -0.2 0.3 0.0
H 1.6330 0.6057 -4.4996 0.0 0.1 0.0
O -2.2665 -5.1861 4.3750 -0.4 0.0 -0.2
H -3.0261 -4.6427 4.6331 0.3 -0.2 0.0
H -2.6663 -5.9987 4.0302 0.2 0.2 0.1
O -3.9325 -2.0832 -3.1656 0.3 -0.3 0.5
H -4.0712 -2.3658 -2.2492 -0.1 0.0 -0.2
H -3.5551 -2.8646 -3.5969 -0.3 0.3 -0.1
```
Positions in Å, forces in eV/Å.

## Properties
Orbital gap (eV): 7.485
Energy above the lowest of the compared OMol25 structures with the same formula, charge and spin (kcal per mole): 203.6
E (eV): -35435.428
Total charge: +1
Largest force on an atom (eV/A): 5.74
2S+1: 1
E_LUMO (eV): -5.1

***

Record 4
The following is a DFT calculation (ωB97M-V/def2-TZVPD) of a 4-piece molecular cluster, C33H56F4N2O14PS overall in a non-equilibrium geometry.

Structure (XYZ):
```
111
Properties=species:S:1:pos:R:3:forces:R:3
C -0.7294 1.2720 -3.6044 0.3 -0.3 0.5
C -2.1697 1.0132 -3.8990 0.1 1.0 -0.5
O -2.6901 1.4489 -4.8844 -0.4 -0.3 -0.4
O -2.8544 0.2929 -2.9798 0.4 -0.5 0.1
C -3.6314 -0.7744 -3.5558 0.0 0.2 0.1
C -4.0067 -1.6932 -2.4031 -0.3 0.0 -0.6
C -3.7717 -3.1807 -2.6778 -0.2 -0.2 0.6
C -2.5077 -3.6300 -1.9600 0.8 -0.1 -0.2
C -1.3026 -2.6438 -2.1901 -0.7 -0.2 -0.6
C 0.0028 -3.2228 -2.6109 -0.2 0.3 0.6
C 1.1226 -3.1560 -1.7810 1.2 -0.2 0.1
N 1.0925 -2.4941 -0.5119 -2.5 -0.4 -0.5
C 0.5075 -3.1599 0.6234 0.7 -0.1 0.2
C -0.3070 -4.4170 0.5300 0.5 -0.3 -0.3
O 0.7323 -2.6895 1.6962 -0.1 0.5 0.5
C 0.7347 -1.0947 -0.6790 0.6 0.6 0.2
C -0.3052 -0.4370 0.1705 0.2 0.0 0.7
O 1.3136 -0.4954 -1.5365 0.2 0.0 -0.8
C 2.3443 -3.7160 -2.1964 -0.4 -0.5 0.2
C 3.5033 -3.5405 -1.2191 0.4 -0.5 0.1
O 3.6511 -2.5435 -0.6293 0.2 1.4 0.3
O 4.3688 -4.6052 -1.0137 -0.5 -0.4 -1.3
C 5.7298 -4.2735 -1.0560 0.9 0.0 0.7
F 5.9588 -3.3321 -1.9741 -0.2 -0.1 0.0
F 6.1226 -3.7945 0.1267 -0.3 0.1 0.0
C 6.5837 -5.5626 -1.3793 0.0 0.3 -0.5
F 7.2601 -5.3487 -2.5304 -0.1 0.0 0.0
F 7.4764 -5.7573 -0.4068 -0.2 -0.2 0.1
C 2.4277 -4.3674 -3.4435 -0.6 -0.3 0.4
P 3.9718 -5.1818 -4.0430 0.6 0.3 -0.8
O 4.8718 -4.2126 -4.6772 0.1 0.4 0.1
C 1.2976 -4.3609 -4.2660 0.6 0.1 0.0
C 1.3076 -4.9522 -5.6421 0.0 0.0 0.5
C 0.6018 -6.3050 -5.7214 -0.2 0.0 -0.1
O 0.3170 -6.7726 -6.7741 -0.2 -0.2 -0.6
N 0.1273 -3.7937 -3.8336 0.7 0.0 -0.4
S -1.2614 -3.8312 -4.8911 -0.6 -0.2 0.1
H -0.2691 0.4846 -3.0112 0.0 0.0 0.1
H -0.6195 2.2036 -3.0564 0.0 0.1 0.1
H -0.1896 1.3803 -4.5353 0.0 0.1 -0.2
H -4.4984 -0.4062 -4.0933 -0.1 0.3 0.0
H -3.0070 -1.2643 -4.3044 0.1 -0.2 -0.1
H -5.0455 -1.4995 -2.1662 -0.2 -0.1 0.2
H -3.4068 -1.3959 -1.5471 -0.1 0.1 0.2
H -4.6025 -3.7409 -2.2568 -0.1 -0.2 0.0
H -3.7590 -3.4415 -3.7304 0.0 0.2 -0.2
H -2.1937 -4.6435 -2.2122 -0.2 -0.2 -0.2
H -2.7165 -3.6553 -0.8985 0.0 0.0 0.3
H -1.1806 -2.0275 -1.3201 0.1 0.0 0.1
H -1.6210 -1.9721 -2.9840 0.2 0.2 -0.1
H -0.2763 -4.9338 -0.4220 -0.2 0.1 -0.2
H 0.0849 -5.0998 1.2759 0.1 -0.1 0.2
H -1.3195 -4.1892 0.8372 -0.3 0.1 -0.1
H -1.2178 -1.0119 0.3026 0.0 -0.2 0.3
H 0.1349 -0.2505 1.1481 -0.2 -0.1 0.3
H -0.5897 0.5332 -0.2162 0.1 0.1 -0.4
H 5.9598 -6.4403 -1.5460 -0.1 -0.1 0.4
H 3.5717 -6.1673 -4.9610 -0.3 -0.3 0.5
H 4.4868 -5.9105 -2.9720 -0.4 -0.1 0.1
H 2.3179 -5.1308 -5.9727 0.3 0.1 -0.1
H 0.8993 -4.2769 -6.3794 -0.1 0.0 -0.2
H 0.3904 -6.8714 -4.7980 0.1 0.2 0.3
H -0.7478 -3.1900 -5.9566 0.2 0.1 0.2
C -0.2719 2.3558 2.7969 0.2 0.1 -0.2
O -0.9823 1.2443 3.3222 0.8 0.1 0.7
C -0.5686 0.9117 4.6426 -0.1 -0.3 0.0
C -1.5448 1.4233 5.6778 0.2 0.2 0.2
O -1.5621 2.8404 5.7257 0.0 0.0 -0.1
C -2.6718 3.4134 5.0589 0.0 -0.1 0.1
H -0.7780 2.6800 1.8865 0.2 -0.3 0.1
H -0.2430 3.1896 3.5001 0.1 0.0 0.1
H 0.7528 2.0607 2.5438 0.0 0.1 0.1
H 0.4348 1.2979 4.8411 0.0 0.0 0.0
H -0.5298 -0.1807 4.7038 0.0 0.0 0.0
H -1.2266 1.0706 6.6636 0.0 0.0 0.0
H -2.5476 1.0292 5.4860 0.0 0.0 0.0
H -3.5893 3.2571 5.6361 0.0 0.0 0.0
H -2.7994 2.9980 4.0555 0.0 0.0 0.1
H -2.4904 4.4837 4.9755 0.0 0.0 0.1
C -2.6500 4.8700 1.9492 -0.1 0.1 -0.1
O -3.5786 4.6181 0.9084 0.1 -0.1 0.0
C -2.9669 4.2564 -0.3175 -0.3 0.1 0.0
C -3.0383 2.7652 -0.5546 0.4 -0.1 -0.1
O -2.2499 2.0395 0.3846 -0.3 0.2 -0.3
C -3.0143 1.4515 1.4241 -0.2 -0.3 0.1
H -3.2088 4.9331 2.8812 0.0 0.1 -0.1
H -1.9096 4.0703 2.0335 -0.2 0.3 0.0
H -2.1379 5.8231 1.7823 0.1 0.0 0.0
H -1.9283 4.5996 -0.3501 0.0 0.0 0.0
H -3.5169 4.7643 -1.1158 0.1 0.0 0.0
H -2.6304 2.5441 -1.5448 -0.1 0.1 -0.1
H -4.0765 2.4220 -0.5339 0.0 0.0 0.0
H -3.5843 0.5950 1.0432 -0.2 0.1 -0.1
H -3.7023 2.1698 1.8748 -0.1 0.0 -0.1
H -2.3226 1.0978 2.1893 -0.5 0.0 -0.4
C 3.4221 4.6163 4.4340 0.0 -0.1 0.0
O 2.0351 4.8975 4.4972 0.1 0.0 0.0
C 1.7020 5.8375 5.5097 -0.3 -0.2 -0.1
C 1.4618 7.2160 4.9375 0.2 0.2 0.2
O 2.6492 7.7783 4.4024 0.0 -0.1 -0.1
C 2.7196 7.7032 2.9908 0.0 0.1 0.0
H 3.6059 4.0617 3.5146 0.0 0.0 0.0
H 4.0196 5.5304 4.4205 0.0 0.0 0.0
H 3.7260 3.9963 5.2844 0.1 0.0 0.0
H 2.4818 5.8729 6.2755 0.0 0.0 0.0
H 0.7789 5.4866 5.9824 0.0 0.0 0.0
H 1.1273 7.8762 5.7436 0.0 0.0 0.0
H 0.6732 7.1828 4.1793 0.0 0.0 0.0
H 2.0248 8.4163 2.5337 0.0 0.0 0.0
H 2.4966 6.6965 2.6281 0.0 0.0 0.0
H 3.7337 7.9671 2.6960 0.0 0.0 0.0
```
Positions in Å, forces in eV/Å.

## Properties
Orbital gap (eV): 5.088
E (eV): -97755.922
Total charge: +1
Largest force on an atom (eV/A): 2.57
2S+1: 1
E_LUMO (eV): -5.4

***

Record 5
The following is a DFT calculation (ωB97M-V/def2-TZVPD) of C4H8O2 as an isolated structure in a non-equilibrium geometry.

Structure (XYZ):
```
14
Properties=species:S:1:pos:R:3:forces:R:3
C -0.3329 1.0564 -0.9130 0.1 0.5 0.1
C 0.1075 0.3384 0.3531 -0.1 -0.2 -0.5
O 0.4939 1.1201 1.4379 0.0 -0.1 0.0
C 1.0009 -0.7771 -0.1688 0.3 -0.2 0.0
O -0.2027 -1.4728 -0.6079 0.3 -0.6 0.2
C -0.9485 -0.7736 0.4252 -0.2 0.0 0.4
H -0.5001 0.1732 -1.5348 -0.3 0.9 -0.6
H 0.4207 1.6860 -1.3759 0.2 0.1 0.2
H -1.2580 1.6189 -0.7897 0.0 0.0 0.1
H 0.9497 0.5281 2.0544 -0.2 0.3 0.0
H 1.4702 -1.3776 0.6204 0.1 0.1 0.0
H 1.7424 -0.4869 -0.9309 -0.4 -0.5 0.0
H -0.9460 -1.4093 1.3095 0.0 0.2 0.3
H -1.9718 -0.4342 0.2000 0.3 -0.5 -0.3
```
Positions in Å, forces in eV/Å.

## Properties
Orbital gap (eV): 10.812
Energy above the lowest of the compared OMol25 structures with the same formula, charge and spin (kcal per mole): 58.1
E (eV): -8370.764
Total charge: 0
Largest force on an atom (eV/A): 1.14
2S+1: 1
E_LUMO (eV): 0.8

***

Q: Which value of E does entry 4 give?
A: -97755.922 eV

***

Q: Which of these has the highest largest force on an atom?
A: C9H31FN3O9

***

Q: Which of these has the highest 2S+1?
A: C21H18BrN9O2Pd